#one
C4H5NS | ωB97M-V/def2-TZVPD

Each line ends with the Löwdin charge.
Positions of all 11 atoms, in Å:
C 1.1793 0.3275 -0.9454  0.0663
C 0.7416 0.1759 0.3061  -0.5452
C -0.4145 -0.4521 0.8995  -0.0546
N 1.5017 0.9341 1.0993  0.0300
C 1.4609 0.9570 2.4972  -0.6710
S 1.9119 1.1867 3.9572  0.7686
H 2.0719 0.9625 -1.0595  0.0825
H 0.7710 -0.3191 -1.6222  0.0252
H -0.0088 -1.0996 1.7100  0.1003
H -1.0284 0.4136 1.1547  0.0976
H -0.9891 -1.0540 0.1453  0.1002

As for the multiplicity: 1. The calculation puts the HOMO energy (spin up / spin down) at -8.13 / -8.13 eV. Its structure (SMILES) is C=C(C)N=C=S.


#two
C4H5NS | ωB97M-V/def2-TZVPD

Each line ends with the Löwdin charge.
Positions of all 11 atoms, in Å:
C -0.4198 -0.1307 1.2514  0.0373
C -0.3325 -1.6753 -1.0660  -0.3841
C -0.0370 -1.3708 0.4969  -0.3646
C -0.2092 1.0093 0.4049  -0.3763
N 0.6012 0.9184 -0.8253  -0.3659
S 0.2087 -0.3946 -1.8658  0.8901
H 1.0320 -1.0650 0.6107  0.1183
H -0.3560 -2.3063 1.1079  0.1037
H -1.1866 1.2862 0.1017  0.1137
H 0.1040 1.8235 1.0407  0.1113
H 0.5952 1.9052 -1.2571  0.1167

As for the multiplicity: 1. The calculation puts the HOMO energy at -8.58 eV.


#three
C4H5NS | ωB97M-V/def2-TZVPD

Each line ends with the Löwdin charge.
Positions of all 11 atoms, in Å:
C -0.0233 1.3564 1.4187  -0.0031
C -0.3292 0.7510 0.2182  -0.2030
C -0.7906 -0.6500 -0.0602  -0.2243
N -0.0536 -1.1122 -1.1834  -0.0141
C 1.0166 -1.0709 -1.7933  -0.7779
S 2.2498 -1.6111 -2.5878  0.6779
H -0.0054 0.8531 2.4992  0.0973
H 0.3840 2.3903 1.3975  0.0514
H -0.3764 1.4496 -0.5822  0.0830
H -1.8530 -0.9227 -0.1717  0.1113
H -0.2189 -1.4335 0.8450  0.2014

As for the multiplicity: 1. The calculation puts the HOMO energy at -8.95 eV. Its structure (SMILES) is C=CCN=C=S.


Q: Which of them is the least stable? A: #two.


#one
C2H3NOS2 | ωB97M-V/def2-TZVPD

Each line ends with the Löwdin charge.
Positions of all 9 atoms, in Å:
O 1.7582 1.2916 0.3654  -0.1110
C 0.4619 0.9599 -0.1775  -0.8900
S 0.0364 1.6466 -1.5328  0.8049
C 0.0596 -0.1983 0.4529  -0.3633
N -1.1089 -0.5448 0.1087  -0.3089
S -1.6346 -2.2178 0.5377  0.6408
H 1.8847 2.1495 -0.2259  0.1091
H 0.9217 -0.7068 1.1921  0.1955
H -2.3790 -2.3800 -0.7206  -0.0771

As for the multiplicity: 1. The calculation puts the HOMO energy at -9.41 eV. Its structure (SMILES) is OC(=S)/C=N/S.


#two
C2H3NOS2 | ωB97M-V/def2-TZVPD

Each line ends with the Löwdin charge.
Positions of all 9 atoms, in Å:
O -2.4115 2.1120 -0.1729  -0.0815
N -2.0407 0.9600 -0.1942  -0.6497
C -0.8393 0.6019 -0.5269  -0.2044
C -0.2610 -0.6850 0.0831  -0.6834
S -1.3243 -1.9951 -0.1468  0.6476
S -3.2598 -0.3445 0.1918  0.6796
H -0.2791 1.3917 -0.8648  0.1001
H 0.6634 -0.8555 -0.5454  0.0956
H 0.0172 -0.5436 1.1790  0.0962

As for the multiplicity: 1. The calculation puts the HOMO energy at -8.92 eV. Its structure (SMILES) is [O-][N+]1=CCSS1.


#three
C2H3NOS2 | ωB97M-V/def2-TZVPD

Each line ends with the Löwdin charge.
Positions of all 9 atoms, in Å:
C -1.7721 -1.9416 0.3667  -0.4029
C 0.6255 1.9690 -0.5332  -0.3959
N -0.6532 -1.5510 0.5076  0.1817
O -2.9302 -2.1617 0.2441  0.1102
S 1.6884 0.7917 -0.9113  0.4185
S 2.1597 -0.2915 0.6128  0.1061
H 0.0949 2.2154 0.3747  0.0373
H 0.4830 2.6044 -1.4026  0.0064
H 0.3039 -1.6346 0.7411  -0.0614

As for the multiplicity: 1. The calculation puts the HOMO energy (spin up / spin down) at -9.33 / -9.33 eV.


Q: Which of them is the least stable? A: #two.


#one
C2H3NOS2 | ωB97M-V/def2-TZVPD

Each line ends with the Löwdin charge.
Positions of all 9 atoms, in Å:
C 0.2455 -0.5131 -0.5320  -0.2238
C 0.2915 -0.2417 0.9474  -0.3302
N -0.3077 0.2238 -1.3793  -0.6556
O 0.1510 1.1002 1.1969  -0.5734
S -0.4272 0.5468 -2.8878  0.6748
S -1.2906 1.7189 0.5563  0.7448
H 0.5868 -1.6279 -0.8242  0.1735
H -0.4174 -0.7276 1.5386  0.1001
H 1.1680 -0.4794 1.3841  0.0897

As for the multiplicity: 1. The calculation puts the HOMO energy (spin up / spin down) at -8.83 / -8.62 eV.


#two
C2H3NOS2 | ωB97M-V/def2-TZVPD

Each line ends with the Löwdin charge.
Positions of all 9 atoms, in Å:
C 1.2390 -1.0674 0.1243  -0.3782
C -0.5202 0.3461 -0.5332  -1.0223
N 1.8948 -0.2289 0.7656  0.0981
O 0.0780 -0.9118 -0.5575  -0.1477
S 0.6360 1.6426 0.0486  0.7468
S -2.1267 0.1956 0.3837  0.7130
H 1.5274 -2.0593 0.1800  0.1171
H -0.8589 0.8104 -1.4892  0.0577
H -1.8695 1.2727 1.0778  -0.1845

As for the multiplicity: 1. The calculation puts the HOMO energy at -9.43 eV.


Q: Which of them is the least stable? A: #one.


#one
C3H2Br2P2 | ωB97M-V/def2-TZVPD

Each line ends with the Löwdin charge.
Positions of all 9 atoms, in Å:
C 0.5655 1.2007 1.2728  -0.1887
C -0.8741 0.4748 -0.7169  -0.7894
C -0.4812 -0.7610 -0.9857  -1.2453
P 0.3523 -1.9361 0.0977  0.6394
P 1.3243 -0.2904 0.9933  0.4825
Br -1.7018 1.8345 -1.6310  0.7129
Br -1.4000 -1.7287 -2.3555  0.5919
H 0.9702 2.0980 1.1043  -0.0974
H 1.2449 -0.8918 2.2210  -0.1060

As for the multiplicity: 1. The calculation puts the HOMO energy (spin up / spin down) at -8.25 / -8.33 eV.


#two
C3H2Br2P2 | ωB97M-V/def2-TZVPD

Each line ends with the Löwdin charge.
Positions of all 9 atoms, in Å:
Br 2.2057 -1.7188 -2.5705  0.6156
C 1.2576 -0.1795 -1.8832  -1.0399
P 0.8645 1.2546 -2.9100  0.3647
Br 2.9682 1.4341 -3.9152  0.1316
P -0.1347 2.4343 -1.2480  0.6728
C -0.1753 0.9452 -0.3637  -0.5603
C 0.5552 -0.1801 -0.7326  -0.3895
H -0.7550 1.0909 0.6081  0.0654
H 0.5406 -1.0872 0.0060  0.1397

As for the multiplicity: 1. The calculation puts the HOMO energy at -8.90 eV. Its structure (SMILES) is BrC1=P(Br)=PC=C1.


Q: Which of them is the least stable? A: #one.


#one
C3H10NS | ωB97M-V/def2-TZVPD

Each line ends with the Löwdin charge.
Positions of all 15 atoms, in Å:
C 1.2915 1.7721 -0.0936  0.0375
N 0.7550 0.3691 0.3558  -0.0034
C -0.5078 -0.2070 -0.3677  -0.5753
C -0.6542 -1.9305 0.0224  -0.0088
S -2.0027 0.7711 -0.0046  0.7961
H 0.5307 2.6806 -0.1718  0.1475
H 2.1028 2.0417 0.4116  0.0337
H 1.5888 1.5084 -1.1676  0.1274
H 0.3888 0.2793 1.2614  0.1265
H 1.5613 -0.1562 0.2752  0.1270
H -0.3196 -0.1977 -1.4768  0.1067
H 0.2335 -2.5185 0.1461  0.0541
H -1.3267 -1.9747 0.9569  0.0931
H -0.9748 -2.3094 -0.9102  0.0480
H -2.6666 -0.1285 0.7630  -0.1101

As for the multiplicity: 1. The calculation puts the HOMO energy at -14.17 eV. The net charge is +1. Its structure (SMILES) is C[NH2+][C@@H](C)S.


#two
C3H10NS | ωB97M-V/def2-TZVPD

Each line ends with the Löwdin charge.
Positions of all 15 atoms, in Å:
C 0.9415 -1.2436 0.0546  -0.3648
N 1.3580 -1.9160 1.2190  0.0111
H 0.0450 -1.7648 -0.3744  0.0868
H 1.8370 -1.1750 -0.6211  0.1216
H 0.7050 -2.6640 1.4685  0.1048
H 1.5589 -1.3836 2.0637  0.1065
C 0.6303 1.1473 -1.5394  -0.1552
S -0.2127 0.4880 0.2226  0.8919
C -2.3430 1.0456 -0.1185  -0.0334
H -0.2054 1.7442 -1.9363  0.0343
H 1.4059 1.8272 -1.1600  0.0488
H 0.8310 0.2232 -2.0828  0.0358
H -2.4499 0.9609 0.9498  0.0013
H -2.6924 0.2285 -0.7575  0.0383
H -2.6372 2.0416 -0.5244  0.0721

As for the multiplicity: 1. The calculation puts the HOMO energy at -14.34 eV. The net charge is +1.


Q: Which of them is the least stable? A: #two.


#one
C3H10NS | ωB97M-V/def2-TZVPD

Each line ends with the Löwdin charge.
Positions of all 15 atoms, in Å:
C 2.1453 1.8516 -1.3884  0.1550
N 1.2129 2.3398 -0.6861  0.1758
H 3.0199 2.4435 -1.6098  0.1275
H 2.0736 0.8420 -1.7662  0.1204
H 0.3270 1.8553 -0.5196  0.0652
H 1.3072 3.2921 -0.3358  0.1649
C -1.9680 -2.3046 0.7389  -0.1554
C -1.4052 -1.1919 -0.1460  -0.5875
S 0.0074 -0.3326 0.6225  0.7121
H -2.2557 -3.1733 0.1484  0.0804
H -2.7860 -1.9142 1.3228  0.0762
H -1.1562 -2.6761 1.3754  0.0619
H -1.1100 -1.5462 -1.1225  0.0613
H -2.1897 -0.4490 -0.2780  0.0595
H -0.3039 -0.6689 1.8771  -0.1174

As for the multiplicity: 1. The calculation puts the HOMO energy at -12.91 eV. The net charge is +1.


#two
C3H10NS | ωB97M-V/def2-TZVPD

Each line ends with the Löwdin charge.
Positions of all 15 atoms, in Å:
C -0.9861 1.5217 -1.0358  0.0030
C 0.6793 -1.4084 1.4868  -0.0197
C -0.1255 -0.1652 -0.6579  -0.5701
N 0.4379 -0.1065 0.7781  -0.0699
S 1.2672 -0.2291 -1.7721  0.7779
H -1.1198 1.6048 -2.0901  0.0379
H -1.8840 1.5855 -0.3868  0.0673
H -0.1810 2.2461 -0.9005  0.0472
H 1.1734 -2.2141 0.7627  0.1470
H 1.2353 -1.3711 2.4566  0.1148
H -0.3580 -1.8127 1.6754  0.1121
H -0.9911 -0.8822 -0.6527  0.1214
H 1.3115 0.3759 0.6977  0.1262
H -0.0854 0.5739 1.3273  0.1718
H 0.7417 -0.7390 -2.9448  -0.0668

As for the multiplicity: 1. The calculation puts the HOMO energy at -13.45 eV. The net charge is +1.


Q: Which of them is the least stable? A: #two.